Entry 1:
# H16O8Sr

A structure of composition H16O8Sr at a distorted geometry (wB97M-V/def2-TZVPD, OMol25).

Structure (XYZ):
```
25
Properties=species:S:1:pos:R:3:forces:R:3
Sr 0.075440 0.065000 0.025080 -0.6 -0.1 0.3
O -2.599560 0.314000 0.222080 0.2 -0.4 -0.8
H -3.225560 0.403000 0.941080 -0.3 0.0 0.2
H -3.055560 -0.243000 -0.436920 0.1 0.4 0.4
O -0.934560 -2.399000 0.540080 0.6 -0.6 0.2
H -0.437560 -2.630000 1.355080 -0.5 0.1 -0.5
H -1.052560 -3.249000 0.073080 -0.1 0.5 0.4
O -0.369560 1.406000 -2.148920 0.2 -1.5 -1.3
H -0.148560 1.041000 -3.036920 -0.5 0.1 0.8
H -0.203560 2.319000 -2.315920 -0.1 1.5 0.3
O 2.268440 0.893000 -0.968920 0.3 -0.1 -0.4
H 2.626440 0.573000 -1.805920 0.1 -0.5 0.1
H 2.486440 1.819000 -1.060920 0.1 0.7 0.4
O -0.759560 -0.023000 2.427080 -0.1 0.8 0.6
H -1.646560 -0.158000 2.764080 -0.5 -0.7 -0.1
H -0.548560 0.763000 2.949080 0.6 0.0 0.0
O 0.877440 -1.654000 -1.721920 0.4 1.3 -0.5
H 0.315440 -2.373000 -1.945920 -0.8 -1.5 0.0
H 0.960440 -1.239000 -2.593920 0.4 0.0 0.1
O -0.276560 2.590000 0.704080 2.4 -2.1 -1.4
H 0.364440 3.196000 1.040080 0.3 1.0 0.5
H -1.129560 2.803000 0.956080 -2.6 1.2 0.9
O 1.772440 -1.328000 1.386080 -0.1 0.7 0.2
H 2.130440 -2.009000 0.814080 0.5 -0.2 0.0
H 2.510440 -0.880000 1.839080 -0.2 -0.6 -0.2
```
Positions in Å, forces in eV/Å.

Max |F| ... 0.0672 hartree/bohr
Relative energy (zero: lowest compared OMol25 entry of this formula, charge and spin) ... 16.8 kcal/mol
LUMO ... -6.5 eV
Total charge ... +2
Energy ... -641.84194 Ha



Entry 2:
# C29H32BrCaN5O6SSeSiTe

A structure of composition C29H32BrCaN5O6SSeSiTe at a distorted geometry (wB97M-V/def2-TZVPD, OMol25).

Structure (XYZ):
```
78
Properties=species:S:1:pos:R:3:forces:R:3
Ca -0.127615 -3.566549 -0.288272 0.6 0.9 -1.3
Te -2.737439 2.808358 -1.550871 0.9 0.3 1.2
C -4.365160 3.954424 -0.859460 -1.0 0.8 -1.1
C -4.789623 3.986323 0.467306 0.7 0.1 0.2
C -5.834986 4.820871 0.848236 -0.9 0.2 -0.6
C -6.559441 5.497519 -0.154200 0.5 0.1 0.8
C -6.172056 5.477084 -1.500747 -1.5 0.3 0.0
C -5.079557 4.710982 -1.846355 0.5 -0.7 1.4
C -1.236064 4.032034 -0.491712 0.0 0.0 -1.1
C -0.414923 4.690163 -1.337295 -0.9 -1.4 0.2
C 0.569258 5.704258 -0.926243 0.8 0.9 -0.9
C 0.982562 5.607119 0.553153 0.8 0.7 0.7
C 0.030849 4.794872 1.374421 -0.4 0.1 3.0
C -1.034551 4.107024 0.979981 0.7 0.7 -2.6
H -4.236935 3.405763 1.209230 -0.2 0.1 -0.2
H -6.181082 4.918733 1.894543 0.4 -0.2 -0.7
H -7.401401 6.078315 0.204798 -0.1 0.1 -0.4
H -6.817495 6.010092 -2.277701 1.2 -0.7 1.1
H -4.783826 4.662484 -2.864489 0.4 0.0 -0.7
H -0.388268 4.403585 -2.376081 -0.3 0.3 -0.3
H 0.072209 6.686969 -1.090603 0.1 -0.4 0.3
H 1.067386 6.665594 0.917216 -0.6 -0.8 0.0
H 0.278110 4.729776 2.488147 -0.1 0.3 -1.7
H -1.651799 3.526075 1.593743 -0.6 -0.6 1.0
O 1.298222 0.595951 0.558007 -1.0 -2.5 0.2
C 0.935111 -0.602865 0.640701 -0.2 2.7 -1.5
O 0.049398 -1.242954 -0.073696 0.9 0.4 0.9
C 1.663733 -1.510057 1.556971 0.2 -1.3 1.5
C 3.033745 -1.438049 1.744000 1.3 0.5 0.4
C 3.695885 -2.529268 2.384185 -2.7 0.3 -0.9
C 3.042976 -3.710810 2.663634 -0.6 0.0 0.4
C 1.645942 -3.811540 2.365541 1.6 2.3 0.5
C 0.950201 -2.620901 2.089000 0.7 -0.1 -0.8
N 0.970558 -5.031024 2.183337 -1.3 -2.7 1.2
O 1.362125 -6.079464 2.709884 -0.8 2.3 -1.4
O -0.085182 -4.954523 1.463913 1.5 -1.0 1.7
N 5.094223 -2.450624 2.577864 3.2 3.0 -1.0
O 5.560032 -1.271534 2.278036 -0.5 -4.1 1.5
O 5.753715 -3.440575 2.889669 -1.0 1.7 -0.2
H 3.666091 -0.524819 1.494214 -1.3 -1.4 0.0
H 3.608383 -4.399232 3.279786 -0.2 -0.8 -0.7
H -0.140186 -2.553003 2.201687 0.5 -0.2 -0.5
C 3.392135 5.957060 0.936069 0.5 0.9 1.9
N 2.286606 5.096171 0.854892 -0.7 -1.4 0.2
C 1.788830 5.715262 -1.887520 -0.8 0.8 -0.8
N 2.194559 6.957109 -2.295581 -0.3 -0.1 0.4
S 2.422681 4.374550 -2.583091 0.2 -0.1 0.5
H 3.077968 6.744257 1.712289 0.9 -0.6 -1.1
H 3.612911 6.417479 -0.027692 0.7 0.3 0.1
H 4.242341 5.366433 1.398699 -0.7 1.0 -0.9
H 2.498485 4.176421 0.524483 -0.2 -0.4 -0.3
H 1.601597 7.785195 -2.201844 0.4 -0.6 0.2
H 2.962638 6.993517 -2.957319 -0.3 0.0 0.1
Br -1.459407 -3.085870 -3.250738 -0.3 0.2 0.7
C -2.625493 -2.366750 -1.904373 -2.2 0.9 -0.7
C -3.887850 -1.798748 -2.278914 -0.1 0.3 -0.8
C -4.772207 -1.366116 -1.280109 0.7 -0.5 -0.1
C -4.300620 -1.346483 0.051943 -0.5 -0.8 -0.3
C -3.087927 -1.940684 0.325182 1.0 0.4 -1.1
N -2.281295 -2.461196 -0.655810 -0.5 -0.3 0.9
H -4.172379 -1.652131 -3.359445 0.4 -0.5 1.3
H -5.829637 -1.121476 -1.508597 1.0 0.2 0.0
H -4.954934 -1.002046 0.849102 0.3 0.0 -0.1
H -2.598260 -1.928624 1.294219 -0.5 -0.1 0.1
C 3.110316 -7.860367 -2.415401 0.1 0.3 -0.3
Si 2.370834 -7.137655 -0.867055 0.2 1.4 -0.4
C 0.789974 -8.029065 -0.463105 -0.7 0.2 -0.9
C 3.567347 -7.239513 0.573518 0.4 -0.5 -0.2
Se 2.005820 -4.917067 -1.555234 -0.1 -0.6 0.7
H 3.147196 -8.928050 -2.442008 -0.4 -1.0 0.0
H 4.132910 -7.601569 -2.641831 0.5 0.6 0.3
H 2.538922 -7.462534 -3.253468 -0.2 -0.3 -0.1
H 0.947008 -9.103117 -0.567840 0.0 -0.1 0.2
H 0.024765 -7.747396 -1.230413 0.5 -0.2 0.6
H 0.393716 -7.788377 0.519911 0.0 -0.1 0.1
H 3.415913 -8.136339 1.175828 -0.3 0.0 0.1
H 3.552704 -6.374108 1.210207 -0.2 0.4 0.4
H 4.598674 -7.324776 0.227583 0.0 0.1 -0.3
```
Positions in Å, forces in eV/Å.

Max |F| ... 0.0876 hartree/bohr
Relative energy (zero: lowest compared OMol25 entry of this formula, charge and spin) ... 16.7 kcal/mol
LUMO ... -2.5 eV
Energy ... -8458.06800 Ha



Entry 3:
# C52H48F4I2N11ORbS2Te

A structure of composition C52H48F4I2N11ORbS2Te at a distorted geometry (wB97M-V/def2-TZVPD, OMol25).

Structure (XYZ):
```
122
Properties=species:S:1:pos:R:3:forces:R:3
Rb -0.316732 -0.448494 -1.015662 0.0 -0.3 -0.1
C -4.321941 -2.245059 -1.317312 0.0 0.0 -0.1
C -4.120806 -2.948218 -2.655719 0.1 0.1 0.0
C -2.709106 -3.417817 -2.950200 0.0 0.0 -0.1
C -2.449792 -4.081502 -4.146608 0.0 0.0 0.0
C -1.196983 -4.638736 -4.348547 0.0 0.0 0.0
C -0.238348 -4.502994 -3.359953 0.0 -0.1 -0.1
C -0.569882 -3.773316 -2.230862 -0.1 -0.1 0.1
N -1.773653 -3.243612 -2.023462 0.0 0.0 0.0
N -3.822579 -0.871548 -1.258069 0.0 -0.1 0.1
C -3.910045 -0.329663 0.096805 0.1 0.1 0.0
C -3.227087 -1.098623 1.205621 0.0 -0.1 0.0
C -3.678510 -0.922300 2.511817 0.0 0.0 0.0
C -3.042903 -1.595780 3.540135 0.0 0.0 0.0
C -1.990097 -2.445297 3.235783 -0.1 0.0 0.0
C -1.601729 -2.554058 1.910880 0.0 0.0 -0.1
N -2.194399 -1.886899 0.919135 0.0 0.2 0.0
C -4.566360 0.007197 -2.134072 0.1 0.0 0.0
C -3.858588 1.292836 -2.509647 0.0 0.0 0.1
C -4.517882 2.210629 -3.324908 0.0 0.1 0.0
C -3.852517 3.354519 -3.723573 0.0 0.0 0.0
C -2.552273 3.558508 -3.286185 0.0 0.0 0.0
C -1.982073 2.602624 -2.462901 -0.1 0.0 -0.1
N -2.615083 1.486820 -2.089897 0.2 0.0 0.0
H -3.778163 -2.816528 -0.568278 0.0 0.0 0.0
H -5.398736 -2.273844 -1.065010 0.0 0.0 0.0
H -4.467152 -2.337725 -3.494079 -0.1 0.0 0.0
H -4.759810 -3.836376 -2.655648 0.0 0.0 0.0
H -3.228824 -4.176676 -4.895329 0.0 0.0 0.0
H -0.979738 -5.183717 -5.259422 0.0 0.0 0.0
H 0.743052 -4.948320 -3.451652 0.0 0.0 0.0
H 0.156048 -3.638409 -1.437096 0.0 0.0 0.0
H -4.970761 -0.203757 0.384336 0.0 0.0 0.0
H -3.459509 0.664843 0.086823 -0.1 0.0 0.0
H -4.510423 -0.258638 2.714055 0.0 0.0 0.0
H -3.368427 -1.463303 4.564633 0.0 0.0 0.0
H -1.482433 -3.013408 4.003568 0.0 0.0 0.0
H -0.792403 -3.215691 1.622297 0.0 0.0 0.0
H -5.549590 0.269459 -1.697836 0.0 0.0 0.0
H -4.779697 -0.510713 -3.069516 0.0 0.0 0.0
H -5.534875 2.017976 -3.646233 0.0 0.0 0.0
H -4.339994 4.077093 -4.366711 0.0 0.0 0.0
H -1.990236 4.437177 -3.571462 0.0 0.0 0.0
H -0.976614 2.731802 -2.079829 0.0 0.0 0.0
C -2.421449 -0.336152 -5.066808 0.0 0.0 0.0
C -1.204599 -1.107769 -5.444209 0.0 -0.1 -0.3
N -0.170266 -1.250848 -4.689795 0.0 0.0 0.3
C 0.808941 -2.007447 -5.294978 -0.1 0.0 -0.1
C 0.502436 -2.431968 -6.549743 0.0 0.0 -0.1
S -1.056900 -1.882066 -6.998106 0.0 0.1 0.2
C 2.038057 -2.339525 -4.567837 0.1 0.1 0.1
C 3.197397 -2.762345 -5.140183 0.1 0.0 0.0
S 4.335047 -3.149542 -3.925157 -0.2 0.0 0.1
C 3.174921 -2.696105 -2.704933 0.2 -0.1 -0.2
N 2.048281 -2.289128 -3.195432 -0.1 0.0 0.2
C 3.517849 -2.790322 -1.263307 -0.1 0.2 0.1
H -2.357801 -0.101270 -4.007953 0.0 0.0 0.0
H -3.327151 -0.913649 -5.260457 0.0 0.0 0.0
H -2.484390 0.595127 -5.633270 0.0 0.0 0.0
H 1.086170 -3.051840 -7.209424 0.0 0.0 0.1
H 3.432633 -2.855564 -6.187436 0.0 0.0 0.0
H 4.447636 -3.335635 -1.113942 0.0 -0.1 0.0
H 2.722577 -3.305009 -0.723549 0.0 -0.1 0.0
H 3.599965 -1.779464 -0.853260 0.0 0.0 0.0
O -2.149025 2.169609 0.953472 -0.1 0.0 0.0
H -1.346569 2.496581 0.521164 0.0 0.0 0.0
H -1.888474 2.048606 1.871559 0.1 0.0 0.1
I -0.364832 -6.202102 0.656719 0.1 0.0 0.0
I 2.708294 -6.524819 -0.274026 -0.1 0.0 0.0
N 3.033367 0.210652 -0.251767 0.0 0.0 0.4
C 2.442106 -0.042969 0.739967 0.2 -0.3 -0.1
C 1.844665 2.696860 -4.121132 0.0 -0.1 0.0
Te 2.349384 1.575915 -2.307394 0.2 0.7 -1.0
C 3.960693 0.619642 -3.321760 0.0 0.0 0.0
H 2.685399 3.319770 -4.428372 0.0 0.0 0.0
H 0.999170 3.349676 -3.893764 0.0 0.0 0.0
H 1.564315 2.038597 -4.945667 0.0 0.0 0.0
H 3.599839 0.017660 -4.155255 0.0 0.0 0.0
H 4.470517 -0.011888 -2.598051 0.0 0.0 0.0
H 4.648368 1.378587 -3.692007 0.0 0.0 0.0
F 0.041602 2.763459 2.843222 0.0 0.1 0.0
C 0.686306 3.759782 3.469869 -0.2 -0.1 0.1
C 0.367425 3.988892 4.773870 0.0 -0.1 -0.1
F -0.610326 3.249544 5.310880 0.1 0.0 0.0
C 0.993476 4.992007 5.559666 -0.1 0.0 0.2
C 1.962685 5.741243 4.844476 0.0 0.0 -0.1
C 2.246459 5.538720 3.528450 0.1 0.0 0.1
F 3.150264 6.348635 2.961810 0.0 -0.1 0.0
C 1.614187 4.542289 2.738853 0.0 0.0 -0.2
C 1.842634 4.392166 1.353431 0.1 0.0 0.1
C 1.099681 3.514450 0.525524 -0.1 0.0 -0.1
N 0.513010 2.877435 -0.240575 -0.2 0.1 0.5
C 2.793969 5.170520 0.634329 0.0 0.0 -0.1
N 3.539821 5.776967 -0.001697 0.0 0.0 0.0
F 2.619340 6.725785 5.476272 0.0 -0.1 0.0
C 0.670876 5.234296 6.910985 0.0 0.0 -0.1
C 1.259982 6.269431 7.688637 0.0 0.0 0.0
N 1.676567 7.093396 8.380521 0.0 0.0 0.0
C -0.298596 4.486022 7.635148 0.0 0.0 0.0
N -1.071228 3.934737 8.290945 0.0 0.0 0.0
C 2.024119 -2.682281 3.060219 0.1 0.0 0.1
C 2.565466 -1.243882 2.956937 -0.2 0.1 -0.3
C 4.048766 -1.341143 2.599229 0.0 0.0 0.0
C 1.819456 -0.466874 1.868882 -0.2 -0.1 0.2
C 2.352795 -0.508268 4.279565 0.1 0.0 0.0
C 1.107150 -0.536958 4.910444 0.0 0.0 0.0
C 0.878140 0.148134 6.092703 0.0 0.1 0.0
C 1.889354 0.901711 6.676236 -0.1 0.0 0.0
C 3.123695 0.960160 6.051744 0.0 0.0 0.0
C 3.351752 0.259961 4.873665 0.0 0.0 0.1
H 2.167228 -3.197268 2.109192 0.0 0.0 0.0
H 0.958774 -2.697738 3.287744 0.0 0.0 0.0
H 2.548041 -3.246408 3.840122 0.0 0.0 0.0
H 4.164339 -1.933973 1.691161 0.0 0.0 0.0
H 4.607531 -1.830572 3.401350 0.0 0.0 0.0
H 4.485674 -0.360732 2.406361 0.0 0.0 0.0
H 0.800187 -0.158492 2.077554 0.0 0.1 0.0
H 0.290534 -1.089326 4.461796 0.0 0.0 0.0
H -0.100298 0.110359 6.556868 0.0 0.0 0.0
H 1.702325 1.444579 7.592415 0.0 0.0 0.1
H 3.918787 1.559817 6.480191 0.0 0.0 0.0
H 4.329136 0.329098 4.416888 0.0 0.0 0.0
```
Positions in Å, forces in eV/Å.

Max |F| ... 0.0231 hartree/bohr
LUMO (spin up / spin down) ... 2.7 / 1.6 eV
Total charge ... -2
Energy ... -4771.31418 Ha



Entry 4:
# B2F8Rb

A structure of composition B2F8Rb (wB97M-V/def2-TZVPD, OMol25).

Structure (XYZ):
```
11
Properties=species:S:1:pos:R:3:forces:R:3
Rb -1.007824 -0.751243 0.884313 0.4 0.4 -0.4
B 0.282564 2.239230 1.971195 -0.1 0.1 0.2
F 0.868713 1.345499 1.031070 0.0 0.2 0.0
F -1.097730 2.338142 1.637715 -0.1 -0.3 0.1
F 0.426950 1.646148 3.250562 -0.2 0.0 -0.2
F 0.843732 3.511372 1.950008 0.1 -0.3 -0.1
B -0.035215 -2.083391 -2.170472 -0.7 0.3 -0.1
F 0.723173 -1.955780 -3.319463 0.3 -0.1 0.3
F -0.995599 -3.100399 -2.337803 0.0 0.1 0.1
F 0.695197 -2.359574 -0.990036 0.3 -0.1 0.0
F -0.703966 -0.830002 -1.907092 -0.1 -0.3 0.0
```
Positions in Å, forces in eV/Å.

Max |F| ... 0.0144 hartree/bohr
Relative energy (zero: lowest compared OMol25 entry of this formula, charge and spin) ... 6.6 kcal/mol
LUMO ... 1.9 eV
Total charge ... -1
Energy ... -873.35812 Ha